Record 1
Entry from the Open Molecules 2025 dataset: a single CH4N2O molecule at a distorted geometry (ωB97M-V/def2-TZVPD).

Relative energy (zero: lowest compared OMol25 entry of this formula, charge and spin), kJ/mol: 429.9
HOMO level, eV: -8.8
Max |F|, eV/Å: 4.14

```
8
Properties=species:S:1:pos:R:3:forces:R:3
H -1.442 2.006 1.128 0.4 -0.5 -0.9
N -0.449 1.129 -0.218 1.0 -2.3 -1.3
O 0.317 -1.762 -0.412 -1.5 1.4 0.5
H 1.195 0.007 0.120 0.1 -0.1 0.8
N -1.103 1.068 0.780 -1.2 -0.1 2.0
H 0.216 -2.006 0.531 0.0 0.4 -0.7
H 0.865 -0.102 -1.391 0.7 0.4 -4.1
C 0.400 -0.339 -0.538 0.6 0.8 3.7
```
Forces are in eV/Å.

Löwdin atomic charge list, values in e, 2 entries: H 0.075; N -0.038

=====

Record 2
Entry from the Open Molecules 2025 dataset: 2 unconnected molecules or ions with the total composition CH4N2O2 at a distorted geometry (ωB97M-V/def2-TZVPD).

Net charge: -2
Relative energy (zero: lowest compared OMol25 entry of this formula, charge and spin), kJ/mol: 87.2
HOMO level, eV: 2.5
Max |F|, eV/Å: 4.60

```
9
Properties=species:S:1:pos:R:3:forces:R:3
H -0.830 2.112 1.028 -0.5 -0.1 3.0
N -0.957 0.884 -0.574 -0.2 -1.2 -1.2
O 1.666 -2.433 0.369 0.4 0.2 -2.0
C -0.685 1.957 0.036 1.0 3.0 -3.3
H -0.399 2.917 -0.587 -0.2 -1.5 0.8
O -0.793 0.842 -1.878 -0.2 0.1 0.5
H 1.597 -2.518 -0.663 -0.6 0.5 2.7
H 0.079 -1.393 1.222 0.7 0.5 -0.7
N 0.323 -2.367 1.046 -0.4 -1.5 0.2
```
Forces are in eV/Å.

Löwdin atomic charge list, values in e, 2 entries: H -0.053; N -0.304

=====

Record 3
Entry from the Open Molecules 2025 dataset: 2 unconnected molecules or ions with the total composition CH4N2O2 at a distorted geometry (ωB97M-V/def2-TZVPD).

Relative energy (zero: lowest compared OMol25 entry of this formula, charge and spin), kJ/mol: 718.5
HOMO level (spin up / spin down), eV: -8.7 / -8.6
Max |F|, eV/Å: 3.50

```
9
Properties=species:S:1:pos:R:3:forces:R:3
N 1.234 0.986 -0.088 -1.9 2.5 1.1
H -2.070 -0.357 1.087 0.4 -0.1 -0.3
H 2.978 0.308 0.454 -2.9 -0.7 -1.1
N 1.937 -0.007 0.105 3.5 0.2 0.0
C -1.887 -0.254 0.017 2.5 1.4 0.6
O -0.076 0.982 -0.394 -0.3 -1.7 0.2
O 1.757 -1.197 -0.140 -0.8 -1.5 0.4
H -1.616 -1.074 -0.587 0.2 -0.9 -0.4
H -2.257 0.612 -0.456 -0.6 0.6 -0.4
```
Forces are in eV/Å.

Löwdin atomic charge list, values in e, 2 entries: N -0.081; H 0.051

=====

Record 4
Entry from the Open Molecules 2025 dataset: 2 unconnected molecules or ions with the total composition CH4N2O2 at a distorted geometry (ωB97M-V/def2-TZVPD).

Relative energy (zero: lowest compared OMol25 entry of this formula, charge and spin), kJ/mol: 325.8
HOMO level, eV: -8.8
Max |F|, eV/Å: 5.10

```
9
Properties=species:S:1:pos:R:3:forces:R:3
H 0.273 -1.907 -1.588 1.2 1.0 1.4
N 0.491 1.402 0.143 2.1 0.7 -0.8
H 0.723 0.747 -0.633 0.6 1.2 0.3
H -1.180 -1.551 0.118 0.1 1.1 -0.3
O -0.859 0.655 1.868 -2.1 0.1 4.0
O 0.544 -1.386 -0.768 -1.7 -0.5 -1.8
C -0.356 0.716 0.860 0.6 -2.4 -4.4
N -0.833 -0.810 -0.540 1.2 0.8 2.7
H 1.198 2.133 0.541 -1.9 -2.1 -0.9
```
Forces are in eV/Å.

Löwdin atomic charge list, values in e, 2 entries: H 0.093; N 0.142

=====

Record 5
Entry from the Open Molecules 2025 dataset: a single CH4N2O2 molecule at a distorted geometry (ωB97M-V/def2-TZVPD).

Relative energy (zero: lowest compared OMol25 entry of this formula, charge and spin), kJ/mol: 443.1
HOMO level, eV: -10.2
Max |F|, eV/Å: 4.26

```
9
Properties=species:S:1:pos:R:3:forces:R:3
O 2.096 -0.753 -0.041 0.9 0.9 -0.8
N 1.207 0.105 -0.142 2.7 -1.4 3.0
H -1.964 -0.596 -0.058 -0.2 1.2 0.0
H -0.975 0.997 -0.924 -1.6 -2.3 1.8
H -0.940 0.840 0.877 -2.0 -0.9 -0.9
C -1.169 0.164 -0.037 1.8 3.8 -0.1
O 1.447 1.322 0.019 -2.2 -1.8 -1.4
H 0.273 -1.507 0.393 -1.0 2.2 -1.3
N 0.024 -0.572 -0.086 1.6 -1.7 -0.3
```
Forces are in eV/Å.

Löwdin atomic charge list, values in e, 2 entries: O -0.005; N -0.418

=====

Record 6
Entry from the Open Molecules 2025 dataset: a single CH4N2O2 molecule at a distorted geometry (ωB97M-V/def2-TZVPD).

Relative energy (zero: lowest compared OMol25 entry of this formula, charge and spin), kJ/mol: 169.8
HOMO level, eV: -10.1
Max |F|, eV/Å: 5.32

```
9
Properties=species:S:1:pos:R:3:forces:R:3
N -0.592 0.503 -0.599 -3.5 -1.4 0.7
O -0.802 -1.572 0.519 -1.4 -0.9 -0.6
H -1.607 0.691 -0.409 1.4 0.4 -0.7
N 1.090 -0.298 0.637 3.1 0.2 -0.8
C -0.199 -0.617 0.159 3.9 3.5 0.8
H 1.685 -1.139 0.784 -0.8 1.0 0.1
H 0.430 2.216 0.107 -1.3 -2.8 -2.5
O 0.241 1.564 -0.758 1.0 3.2 1.9
H 1.692 0.555 0.211 -2.3 -3.2 1.0
```
Forces are in eV/Å.

Löwdin atomic charge list, values in e, 2 entries: N -0.055; O 0.091

=====

Record 7
Entry from the Open Molecules 2025 dataset: 2 unconnected molecules or ions with the total composition CH4N2O2 at a distorted geometry (ωB97M-V/def2-TZVPD).

Relative energy (zero: lowest compared OMol25 entry of this formula, charge and spin), kJ/mol: 356.9
HOMO level, eV: -10.1
Max |F|, eV/Å: 3.84

```
9
Properties=species:S:1:pos:R:3:forces:R:3
H -1.674 1.460 0.630 -0.2 0.4 0.8
C -1.180 0.729 0.027 -1.0 -3.2 -0.7
H -0.881 1.038 -0.974 0.5 0.3 0.4
N 1.626 0.270 -0.313 1.4 0.1 0.5
H 0.552 -1.366 -0.065 -0.3 0.9 -0.5
O 1.494 -1.152 -0.226 1.8 0.9 0.2
H -1.526 -1.094 0.908 -1.1 0.0 2.4
O 2.749 0.666 -0.182 -2.5 -1.8 -0.5
N -1.159 -0.551 0.195 1.3 2.4 -2.7
```
Forces are in eV/Å.

Löwdin atomic charge list, values in e, 2 entries: H 0.058; C -0.079

=====

Record 8
Entry from the Open Molecules 2025 dataset: a single CH4N2O2S molecule at a distorted geometry (ωB97M-V/def2-TZVPD).

Relative energy (zero: lowest compared OMol25 entry of this formula, charge and spin), kJ/mol: 116.9
HOMO level, eV: -9.4
Max |F|, eV/Å: 1.61

```
10
Properties=species:S:1:pos:R:3:forces:R:3
H -0.749 0.035 -1.682 0.1 -0.6 0.8
O 1.829 1.299 0.881 0.2 0.2 1.6
O -0.167 -0.252 1.372 0.5 0.0 0.0
H -2.733 -1.114 0.104 0.4 -0.3 -0.3
N -0.662 -0.549 -0.836 0.1 0.6 -1.1
C 0.086 -0.036 0.204 -0.5 0.3 -0.1
H 1.723 0.640 -0.941 -1.1 -0.1 0.7
H 1.388 0.892 1.679 0.3 0.3 -0.8
N 1.055 0.881 -0.181 0.4 -0.6 -1.1
S -1.770 -1.795 -0.600 -0.5 0.3 0.3
```
Forces are in eV/Å.

Löwdin atomic charge list, values in e, 2 entries: H 0.107; O -0.048

=====

Record 9
Entry from the Open Molecules 2025 dataset: 2 unconnected molecules or ions with the total composition CH4N2O2S at a distorted geometry (ωB97M-V/def2-TZVPD).

Relative energy (zero: lowest compared OMol25 entry of this formula, charge and spin), kJ/mol: 140.2
HOMO level, eV: -9.1
Max |F|, eV/Å: 2.96

```
10
Properties=species:S:1:pos:R:3:forces:R:3
H 1.941 -1.573 -1.082 -0.9 -0.5 0.2
C 0.509 -0.405 -0.211 1.3 1.6 0.1
H -0.414 1.290 0.362 0.7 -0.3 0.5
O -2.607 1.068 0.321 0.3 -1.2 -0.3
N 0.489 0.802 0.384 0.7 2.0 0.2
O -3.195 -1.272 0.859 0.4 0.4 -0.3
H 2.736 -0.306 -0.557 -2.2 0.6 0.8
H 1.356 1.472 0.534 -2.2 -1.9 -0.6
N 1.758 -0.733 -0.561 2.4 -1.3 -1.0
S -2.574 -0.343 -0.048 -0.6 0.6 0.5
```
Forces are in eV/Å.

Löwdin atomic charge list, values in e, 2 entries: H 0.065; C -0.291

=====

Record 10
Entry from the Open Molecules 2025 dataset: 2 unconnected molecules or ions with the total composition CH4N2O2S at a distorted geometry (ωB97M-V/def2-TZVPD).

Relative energy (zero: lowest compared OMol25 entry of this formula, charge and spin), kJ/mol: 334.3
HOMO level, eV: -9.9
Max |F|, eV/Å: 3.52

```
10
Properties=species:S:1:pos:R:3:forces:R:3
S -1.449 2.500 -0.449 0.6 -3.4 -0.8
H 2.243 -2.369 0.970 0.4 0.5 -0.3
O 2.113 -0.500 0.096 1.5 0.2 -0.1
H -0.390 -1.413 0.216 -0.5 1.2 -0.4
N 0.312 -1.974 0.631 1.2 -1.2 0.0
N 1.286 0.373 -0.611 -0.6 1.5 -1.0
O 1.825 1.378 -0.933 -0.3 -2.2 1.0
H -2.431 2.559 0.391 -1.0 0.2 0.9
H -1.283 3.732 -0.511 0.3 3.2 -0.1
C 1.528 -1.676 0.532 -1.7 0.1 0.7
```
Forces are in eV/Å.

Löwdin atomic charge list, values in e, 2 entries: S 0.559; H 0.119

=====

It is found that the electronic energy values, taken in the order of the records, are -225.1283; -300.1947; -300.2140; -300.3636; -300.3189; -300.4230; -300.3517; -698.6308; -698.6219; -698.5480 Eh.